A structure of composition C19H20N8O8S2W in a non-equilibrium geometry, computed with the ωB97M-V functional and the def2-TZVPD basis.

LUMO (spin up / spin down): -0.676 / -1.241 eV
Orbital gap (spin up / spin down): 6.59 / 6.95 eV
Spin multiplicity: 3

XYZ file:
```
58
Properties=species:S:1:pos:R:3:forces:R:3:nbo_charge:R:1
W -0.417474 -0.088730 -1.133650 -1.418 3.056 1.524 1.933
N -0.907237 1.301547 -3.419156 0.077 0.107 -0.633 -0.789
C -2.334814 1.165296 -3.682222 0.122 -0.026 0.208 -0.309
C -3.107312 1.039948 -2.387416 -0.288 0.039 0.014 0.664
O -4.298852 1.336796 -2.356468 0.166 -0.039 -0.006 -0.650
N -2.430655 0.552957 -1.324647 0.477 -0.036 -0.145 -0.667
C -3.263879 0.288539 -0.163026 0.018 -0.083 -0.151 -0.359
C -2.400104 -0.113723 1.000139 -0.091 0.129 -0.007 0.810
O -2.815153 -0.381321 2.099905 0.044 0.098 -0.046 -0.597
O -1.107060 -0.112836 0.702295 -0.164 -0.068 0.489 -0.753
H -0.678212 2.268560 -3.233436 0.041 0.079 0.121 0.390
H -0.374038 1.012011 -4.227908 -0.014 -0.059 -0.075 0.367
H -2.507667 0.243839 -4.236343 -0.010 -0.061 -0.039 0.227
H -2.754571 1.990570 -4.254480 -0.092 0.037 -0.021 0.207
H -3.974075 -0.515230 -0.363324 -0.082 -0.030 0.007 0.241
H -3.848902 1.164055 0.114901 -0.085 0.033 0.015 0.236
N 2.587878 -5.382633 3.074938 -0.038 0.175 0.030 -0.792
C 2.437329 -4.074192 2.663596 0.017 -0.144 0.015 0.205
C 3.554929 -3.249160 2.504387 0.061 -0.044 0.007 -0.290
C 3.399970 -1.919365 2.168186 0.024 0.043 -0.056 -0.122
C 2.123878 -1.407320 1.987272 -0.145 -0.121 0.018 -0.459
C 0.995642 -2.219364 2.113897 0.101 0.047 0.096 -0.064
C 1.157747 -3.545397 2.446157 -0.029 -0.033 0.015 -0.280
S 1.913179 0.270307 1.590931 -0.481 0.119 0.117 2.381
O 0.819376 0.781217 2.389605 0.183 0.038 0.032 -0.972
O 3.164054 0.951887 1.658396 0.163 0.067 -0.028 -0.916
N 1.354822 0.317920 0.037693 0.887 -0.484 -0.335 -0.908
C 2.210347 0.141152 -0.999627 0.377 0.233 1.197 0.611
N 3.492806 -0.223945 -0.884970 -0.533 0.220 -0.149 -0.459
C 4.130115 -0.320247 -2.031564 0.213 -0.102 -0.286 0.140
C 3.522793 -0.097306 -3.267471 0.206 0.027 -0.129 -0.357
C 2.180345 0.197879 -3.259783 0.143 -0.026 -1.309 0.148
N 1.515685 0.335025 -2.140383 0.126 0.108 1.166 -0.535
H 3.496926 -5.803655 3.020153 0.009 -0.010 -0.051 0.386
H 1.807586 -6.006136 2.979461 -0.003 -0.023 -0.050 0.388
H 4.547363 -3.659894 2.651258 -0.022 0.023 0.028 0.210
H 4.255597 -1.266833 2.047231 -0.041 -0.044 -0.002 0.245
H 0.006657 -1.802827 1.964831 0.042 -0.014 -0.005 0.238
H 0.289566 -4.187037 2.548611 0.026 0.037 0.020 0.213
H 5.173939 -0.615547 -1.964871 -0.047 0.035 -0.091 0.204
H 4.069286 -0.172905 -4.195684 -0.013 -0.026 0.048 0.236
H 1.627166 0.333426 -4.180839 0.026 -0.090 -0.013 0.203
S -0.251329 2.617907 -0.752368 0.196 -0.175 -0.375 -0.123
C -1.364097 2.971238 0.519416 -0.219 0.189 -0.313 0.126
N -1.084851 2.585987 1.773936 0.252 -0.187 0.048 -0.479
C -1.885820 2.804111 2.818685 -0.224 0.045 0.281 0.095
C -3.055982 3.499770 2.659321 0.027 -0.059 0.255 -0.260
C -3.380063 3.954083 1.386190 -0.163 0.112 -0.075 -0.118
C -2.547169 3.694345 0.323284 0.166 -0.083 -0.171 -0.244
H -0.224758 2.024695 1.933329 -0.089 -0.162 -0.040 0.488
H -1.552970 2.395486 3.761645 0.008 -0.019 -0.018 0.240
H -3.701418 3.674607 3.507934 0.029 -0.026 -0.036 0.239
H -4.303522 4.497426 1.225420 0.041 -0.013 -0.006 0.233
H -2.789070 4.012622 -0.680583 -0.011 -0.035 0.028 0.250
O -1.739003 -1.909492 -1.070335 0.357 -0.610 -0.180 -0.431
N -0.632766 -2.151903 -1.733408 -0.437 -1.159 -0.283 0.471
O 0.450186 -1.915889 -0.931028 0.148 -0.691 -0.583 -0.545
O -0.552345 -1.282328 -2.798031 -0.034 -0.319 -0.070 -0.545
```
Forces are in eV/Å.